Record 1
The following is a quantum chemistry calculation of a structure of composition C78H74F14O24S3, from the OMol25 dataset.

Geometry as XYZ:
```
193
Properties=species:S:1:pos:R:3:forces:R:3
S -2.7318 -3.8296 -0.4877 -0.5 0.4 -0.9
S 4.8091 0.5270 2.1040 0.5 2.2 -0.6
S 0.1880 1.9032 -0.3285 1.4 -3.2 2.4
F 4.1154 -4.2275 -3.6970 0.3 0.1 1.2
F -2.9065 1.0687 -3.7700 -0.3 1.2 -0.9
F -0.3745 -8.2276 5.3996 -0.4 1.2 -0.5
F -1.0007 -2.9087 -6.2657 -0.8 0.1 0.0
F 1.1150 -1.6340 2.2497 0.5 -0.4 -0.1
F 5.0236 7.4535 3.2088 0.2 0.3 0.1
F 5.1433 -5.4510 -0.0999 -0.6 0.2 0.3
F 2.7846 -0.1025 -2.4625 0.6 0.2 0.1
F -4.9097 2.6357 -0.1458 -0.5 -0.9 -0.3
F 1.9533 8.7293 0.2986 -0.9 0.0 -0.3
F -6.2578 0.5960 4.4445 -0.5 -0.3 -0.2
F -2.1220 1.3711 2.6458 0.3 0.1 0.0
F 2.1136 -4.3625 4.6985 0.6 0.1 -0.6
F 3.1900 5.2300 -5.7934 0.3 0.5 0.1
O 4.6835 -0.0153 3.4157 0.2 0.6 -0.6
O 5.2313 -5.3971 4.5090 -0.9 -0.2 0.2
O 0.3329 2.4290 -1.6180 0.6 0.9 -1.7
O -2.3626 -1.1200 -6.0375 1.0 1.5 -1.2
O 1.4724 -2.3940 -4.3043 -1.1 -0.3 0.0
O -1.9439 -5.1608 -0.6575 1.6 -0.9 -0.1
O -3.5425 -3.7227 -1.6525 -0.2 0.4 -0.1
O -1.2983 1.4749 -0.1628 -0.7 1.1 0.6
O -1.3421 -1.8889 5.4903 0.8 0.1 0.3
O 4.2152 -3.5021 5.0493 -0.9 -0.9 -0.5
O 0.6767 -0.8701 5.2027 -0.5 -0.1 0.0
O 5.8317 -4.2397 6.4566 -0.4 -0.8 -1.4
O -3.8155 -2.4498 -5.1454 -0.5 -0.1 0.1
O 5.8896 1.7999 2.0416 -0.5 -1.4 0.0
O -1.9571 -2.7218 -0.0593 0.4 -0.2 -0.1
O -4.4544 -1.1456 -6.8926 1.1 -0.3 1.0
O 0.7559 2.5131 0.8335 -0.9 0.2 -0.7
O -0.7436 -1.2436 3.4332 2.1 0.7 1.7
O 4.9362 -0.3322 0.9775 0.8 -0.5 0.0
O 1.8997 -4.5590 -4.1432 0.2 0.3 0.0
O -0.2152 -3.8273 -3.7607 0.6 0.1 0.5
O -3.5411 -4.3227 0.7251 -1.3 -0.5 0.6
O 3.6422 1.4996 1.7619 -1.7 -0.1 0.7
O 0.7693 0.3397 -0.2634 -1.9 1.0 -1.3
C 2.4234 3.1469 -6.5128 0.6 0.2 -0.1
C 2.2611 4.2712 -5.6965 1.4 -1.0 -1.6
C -0.2137 -0.4118 -1.1011 -0.1 0.3 0.2
C 0.9240 -3.6052 -4.0156 1.4 0.1 -0.7
C 0.9372 5.5231 -1.0508 1.4 1.7 0.4
C -2.5505 -6.2705 0.0723 2.5 -1.6 -0.9
C -3.1637 3.4280 -3.5064 -0.4 0.3 -0.8
C -4.9073 -0.8396 0.8669 0.5 -1.3 0.6
C -1.6044 -2.0084 -5.3564 2.4 -1.0 0.7
C 0.3908 2.2852 -5.5950 -0.9 -0.5 -0.8
C -5.7157 0.6763 -1.3408 0.5 0.0 1.8
C -4.5893 -2.5648 4.2751 0.8 -1.2 0.2
C -0.4936 -1.3864 4.8178 -2.0 -0.5 -0.8
C -4.6765 0.5096 0.8607 -0.4 1.7 -0.1
C -3.0971 3.4110 5.4683 0.9 0.3 -0.3
C 1.7043 6.7098 -0.8013 -0.8 -1.6 -1.2
C 3.8324 -3.4759 0.1252 -1.8 -2.3 0.4
C -5.4845 -3.3296 3.5258 0.0 -0.7 0.0
C 2.8307 -5.5642 -0.5529 -0.7 -2.4 -0.1
C -6.0644 -0.7100 4.1623 0.7 -0.4 0.1
C 2.0124 5.5357 2.6062 0.9 -0.1 0.7
C 4.0832 6.5060 3.2793 0.6 -2.0 1.2
C -3.1375 4.6898 4.8682 -0.7 -1.8 0.5
C -6.7104 -2.8017 3.1311 0.7 0.1 0.1
C 3.4746 2.0601 -2.9683 0.9 0.9 0.7
C 0.7894 -6.5617 2.3886 -1.1 0.1 1.9
C -3.8451 -5.7496 0.4703 -2.3 1.4 2.5
C -5.1668 1.2834 -0.1868 0.7 -0.8 -0.8
C -2.6400 3.6748 2.7595 0.5 -0.7 0.0
C 5.8174 2.6853 -2.8275 0.6 -0.6 0.3
C 1.4794 2.1537 -6.4535 -0.3 -0.5 0.0
C 0.1550 -5.3512 2.4779 -0.4 0.0 -1.0
C 3.2961 -4.0980 4.0487 1.7 1.8 1.4
C 3.4038 4.3763 4.1882 0.7 -0.5 0.6
C -1.5958 0.3441 -1.0059 1.2 -0.7 0.7
C 1.1186 7.6944 -0.0382 1.5 -0.3 0.4
C 0.4363 -0.6551 2.9099 -0.8 0.5 -0.3
C -2.6353 2.2886 4.7542 -0.6 0.8 0.8
C -4.8528 -1.2554 4.5496 0.7 1.8 1.0
C 2.2466 4.4552 3.4912 -1.4 1.1 -2.2
C 1.5974 -4.9423 -0.5894 0.1 2.2 0.0
C 2.8447 -2.5066 -4.7084 -0.8 0.3 0.7
C -0.8448 6.4064 0.2628 -0.8 1.6 1.1
C 5.1766 -4.4047 5.4708 -1.0 0.6 -1.0
C -2.4296 2.4555 3.3897 -0.6 0.4 0.9
C -6.9882 -1.4845 3.4998 0.1 -0.2 -0.3
C -3.4915 4.7296 -5.5022 -0.8 2.1 1.1
C -0.2745 -7.2452 4.4465 -1.0 1.5 1.2
C 1.2448 -0.1328 4.1261 -0.5 0.3 -1.1
C -5.4267 -1.4695 -0.2533 -0.3 -0.9 -0.5
C 6.1082 1.4185 -2.3695 0.7 -1.5 -0.4
C 4.0385 -5.3504 3.6093 0.3 0.0 0.6
C 1.2459 4.3848 -4.8362 -0.8 0.0 0.8
C 3.8046 0.8112 -2.5485 0.6 -1.6 0.7
C -0.3138 5.4218 -0.4764 0.1 -1.8 -1.6
C -2.9547 4.8204 3.5211 0.6 -2.5 -0.4
C 4.5189 2.9901 -3.0502 -1.7 1.5 -1.3
C -2.5471 -2.6975 -4.4321 -2.0 -0.1 -2.2
C 0.2979 3.3844 -4.8032 -0.2 0.3 0.5
C -5.8143 -0.7177 -1.3746 0.2 -0.5 0.4
C 4.3345 5.3452 4.0634 2.0 2.5 0.0
C 0.5392 -7.4965 3.4148 2.2 -1.4 -2.0
C 5.1227 0.4334 -2.1942 -0.3 1.3 -0.6
C 3.9073 -4.8703 -0.0878 0.8 1.5 -1.1
C 3.1341 -3.9876 -4.5842 -0.3 -1.1 -0.8
C 2.5822 -2.8566 0.0986 0.3 0.6 -1.0
C -0.7547 -5.0786 3.4893 0.9 -0.4 0.0
C -3.6343 -1.5470 -6.1063 -1.8 -0.1 -0.3
C 1.4499 -3.5715 -0.3468 1.8 -0.3 0.8
C 4.0175 2.4369 0.7141 -0.7 -1.6 0.6
C -3.1120 2.3286 -4.3572 0.5 -0.5 0.6
C 5.4175 2.7702 1.0510 3.1 0.7 -0.3
C -3.3971 4.6651 -4.1277 -0.3 -0.7 0.6
C 2.9339 6.6185 2.5706 -1.4 -0.7 -0.2
C -0.1262 7.5579 0.5216 0.1 0.7 -0.1
C -0.9187 -5.9648 4.5276 -0.5 -1.4 1.1
C -3.2446 2.4097 -5.7473 -0.1 -1.6 1.7
C -3.4654 3.6389 -6.2875 0.2 -0.5 -2.4
H 1.5647 3.6457 3.5439 -0.7 -0.5 -0.1
H 0.5200 -3.0583 -0.4642 -0.4 -0.2 0.1
H 4.3517 -5.2387 2.5513 0.1 -0.3 0.8
H 3.3596 -6.2342 3.7564 1.0 0.7 -0.1
H -5.4928 -2.5912 -0.2986 -0.1 1.4 0.1
H 2.9586 -2.0415 -5.6781 0.1 -0.2 -0.3
H 3.4931 -4.5697 -5.4475 -0.7 0.6 -0.2
H -1.8973 0.6409 -1.9980 -0.4 0.3 0.0
H -1.8462 6.3193 0.6472 -0.2 0.0 0.1
H -1.5505 -5.7045 5.3915 0.3 -0.3 -0.5
H -5.2021 -4.3607 3.2780 -0.2 0.4 0.1
H -4.1353 -6.0254 1.5005 0.0 -0.5 -0.7
H -3.6965 5.5312 -3.5371 0.6 -0.1 0.0
H 3.6461 3.5400 4.8091 -0.1 -0.5 0.3
H -0.5294 3.4971 -4.1408 -0.5 0.0 0.3
H -2.5389 -7.1548 -0.6474 -0.2 1.2 1.1
H 6.0998 2.7138 0.1549 -0.7 -0.1 0.9
H -0.7046 -1.6313 -4.8677 -0.6 0.9 0.0
H -2.6833 -2.2882 -3.4725 0.3 0.4 1.2
H 1.4443 -6.7431 1.5925 0.9 -0.5 -0.9
H -2.5020 1.3606 5.3133 0.0 0.1 -0.6
H 5.4294 -0.5337 -1.8332 -0.4 -0.2 0.0
H -0.9502 4.5890 -0.7446 0.1 -0.3 0.1
H 3.3891 3.2616 0.8875 -1.0 1.0 -0.2
H -7.8969 -1.0684 3.1811 -1.1 0.7 -0.3
H -3.7912 5.6746 -5.9136 0.2 0.3 -0.3
H -1.2162 -4.1249 3.4153 -0.6 0.6 0.5
H -4.1295 -0.5897 5.0992 -0.8 -0.9 -0.6
H 5.5543 3.7941 1.4862 -0.3 -1.0 -0.1
H 6.6205 3.3583 -3.0612 0.1 0.4 0.1
H 2.8833 -6.6439 -0.8824 0.2 1.3 0.6
H 3.8562 1.9150 -0.2245 0.1 0.3 -0.2
H -3.3561 3.3077 6.5236 0.2 0.0 -0.3
H 2.7084 7.5400 2.0637 0.1 0.0 -0.4
H 0.1387 0.0851 2.1615 0.2 0.0 0.3
H -2.3471 -0.2166 -0.4435 0.1 0.0 -0.4
H -0.5255 8.3891 1.0644 -0.2 0.2 0.4
H 1.0822 0.9664 4.2535 0.2 -0.9 0.1
H -4.1284 1.0246 1.6429 -0.3 -0.2 0.1
H -3.4782 5.5299 5.4169 -0.1 0.6 0.6
H 2.5569 -1.7652 0.2696 -0.2 -0.8 -0.1
H 5.2797 5.3013 4.6325 -0.5 0.0 -0.4
H -3.6717 -3.0170 4.7008 -0.6 0.4 -0.6
H 3.2017 -3.2889 3.2780 -0.5 -0.9 0.6
H 0.1211 -0.3808 -2.1494 0.1 -0.3 0.5
H 7.1695 1.1207 -2.3441 -0.6 0.1 0.5
H 2.6712 6.8942 -1.2889 -0.4 -0.2 0.5
H -7.4084 -3.3726 2.5002 0.3 0.3 0.5
H 2.4530 2.3554 -3.0531 -0.5 0.0 -0.5
H 1.0908 -8.4564 3.3873 -0.5 0.5 0.1
H -3.1583 3.3657 -2.4296 0.1 -0.3 0.1
H 1.1834 5.5418 1.9013 -0.1 0.0 0.5
H -4.6076 -1.4281 1.7588 -0.1 0.4 -0.8
H 1.5641 1.2636 -7.0662 0.1 0.1 -0.1
H 4.2990 3.9841 -3.4606 -0.1 -0.3 0.3
H -0.5138 1.6706 -5.6679 0.7 -0.3 0.1
H -2.4840 -3.7505 -4.4838 0.6 -1.0 0.5
H 3.2908 3.0600 -7.1772 -0.4 0.2 0.3
H -3.6360 3.7641 -7.3717 0.1 -0.3 0.7
H 0.2786 -4.6371 1.6813 0.1 0.3 0.0
H -6.1563 -1.2955 -2.2494 0.1 0.8 0.4
H 1.1607 5.2106 -4.1828 0.0 0.9 0.5
H -1.9283 -6.4775 0.9872 -0.4 0.2 -1.1
H 0.6972 -5.4100 -0.8380 -1.0 -1.2 -0.7
H 3.3706 -1.9459 -3.9510 0.6 0.0 0.0
H -6.0430 1.3034 -2.1175 -0.3 0.6 -1.1
H 2.3053 -0.3784 4.0161 -0.2 0.1 0.1
H -2.4871 3.5416 1.6880 -0.2 1.0 0.0
H -3.3036 1.4711 -6.2743 0.2 0.0 -0.4
H -4.6992 -5.8379 -0.2018 0.3 0.1 -0.2
H -3.1049 5.7520 3.1020 -0.1 1.7 -1.1
H -0.3569 -1.4184 -0.6851 0.5 0.6 -0.3
H 4.7189 -3.0129 0.3841 1.5 1.3 0.5
H 1.3409 4.7207 -1.6544 0.0 0.1 0.0
```
Forces are in eV/Å.

Calculated values
Orbital gap, eV: 9.24
Calculated total energy, eV: -201772.710
LUMO, hartree: 0.0012


Record 2
The following is a quantum chemistry calculation of a structure of composition C7CuF21O21S7, from the OMol25 dataset.

Geometry as XYZ:
```
57
Properties=species:S:1:pos:R:3:forces:R:3
Cu 0.0268 0.1239 -0.2031 -0.6 -0.6 0.5
S 3.7884 0.3788 -0.3332 -1.3 -0.9 1.9
S 1.1611 -2.8644 1.5877 1.8 1.4 1.0
S 0.5529 1.9013 -3.4562 -1.8 -1.6 -0.2
S -1.7018 -1.8367 -2.5612 0.3 2.1 0.4
S -3.2360 -1.0195 1.4019 1.7 1.5 -0.7
S 0.7734 0.9832 3.1922 2.1 -2.3 -0.7
S -2.5229 2.5707 -0.4801 -0.8 0.5 -1.0
F -1.8500 3.9594 1.7041 -0.6 0.2 0.1
F -4.0687 -3.5853 1.0647 -0.4 -0.1 -0.1
F 0.0998 -3.8138 -2.8146 -0.1 0.0 -0.5
F -1.8639 -4.3442 -3.5726 -0.1 -0.2 0.3
F -3.4880 -3.1657 3.0880 -0.1 0.0 0.4
F 0.8991 3.6899 2.7682 0.2 -0.1 0.2
F 2.0440 -5.3654 1.1118 0.3 -0.4 0.1
F -3.7298 4.5811 0.7975 -0.2 0.4 0.3
F 3.2452 3.0272 0.0022 0.2 0.0 0.2
F 5.2721 2.4760 0.5029 0.6 0.3 0.1
F 1.6985 -4.2624 -0.7155 0.0 -0.1 0.2
F 3.1217 1.2326 -3.4435 0.3 0.1 0.1
F 1.0654 3.1153 4.8490 -0.1 0.1 0.3
F 2.8098 3.2374 -2.6566 -0.8 0.4 -0.3
F 0.0204 -5.0425 0.4430 0.4 -0.2 0.0
F -1.4292 -4.2950 -1.4026 -0.6 0.1 -0.9
F -0.8593 3.0752 3.8179 0.0 -0.1 0.7
F -1.9883 -3.4067 1.5378 -0.4 0.0 0.2
F 2.6576 2.8620 -4.7755 0.3 0.3 -0.2
F 4.6517 2.6320 -1.5815 1.3 -0.1 0.8
F -3.6835 2.7911 1.9921 0.1 0.0 0.4
O 2.2127 0.7695 3.3862 -1.1 1.5 0.1
O -0.1888 3.1390 -3.6068 1.0 0.3 0.0
O -3.0721 -1.7272 -2.0998 0.8 -1.1 -0.5
O -3.6984 1.7877 -0.7915 0.1 0.5 0.3
O 0.4042 -3.1951 2.7772 -0.5 -0.6 -0.8
O -1.9444 -0.7233 0.7502 -2.0 -1.1 0.8
O 4.5176 -0.1444 -1.4757 0.0 0.3 0.3
O -1.4433 -1.4151 -3.9261 -0.4 -1.0 0.2
O 2.5682 -2.6676 1.9150 -0.3 -0.7 -0.7
O 0.3954 1.2513 -2.1570 0.8 0.8 -0.8
O -4.4052 -0.9485 0.5609 -0.2 -0.3 0.2
O 0.3330 0.9803 -4.5822 1.2 1.0 0.7
O 0.6258 -1.8331 0.7108 -0.1 -1.1 0.1
O 0.4006 0.9063 1.7780 -0.3 0.9 0.5
O -1.3576 1.7911 -0.1345 0.3 0.3 0.3
O 2.3255 0.3143 -0.4065 1.1 0.7 -0.9
O -0.7136 -1.2687 -1.6301 -0.1 -0.7 -0.3
O 0.0057 0.1440 4.0846 -0.6 1.2 0.1
O -2.2858 3.7088 -1.3672 0.0 -0.5 0.8
O 4.2211 -0.0375 0.9913 0.9 0.5 -1.0
O -3.3466 -0.3484 2.6829 -0.4 -0.6 0.3
C 0.4412 2.8230 3.6893 0.1 -1.2 -1.3
C -2.9763 3.5041 1.1275 0.8 -0.9 -1.5
C 1.2358 -4.4640 0.5214 -0.8 1.3 0.7
C -3.1862 -2.8832 1.8085 0.9 0.4 -0.8
C -1.2128 -3.6818 -2.5823 0.3 1.1 0.8
C 4.2716 2.2420 -0.3475 -1.5 -1.2 -0.5
C 2.4062 2.3415 -3.5415 -1.8 -0.7 -0.6
```
Forces are in eV/Å.

Calculated values
Net charge: -5
Orbital gap (alpha / beta), eV: 6.75 / 6.75
Calculated total energy, eV: -227801.076
LUMO (alpha / beta), hartree: 0.3636 / 0.3636
2S+1: 2
Energy above the lowest of the compared OMol25 structures with the same formula, charge and spin, kJ/mol: 0.0


no.,strongest force on any atom (eV/A)
1,4.2
2,3.2